The following is a quantum chemistry calculation of a cluster of 9 separate species, C4H26O9 in total, from the OMol25 dataset.

Calculated values
Kohn-Sham gap in eV: 10.4
ΔE to the lowest compared entry with this formula, charge and spin in eV: 2.992
Highest occupied orbital energy in Eh: -0.3700
F_max in eV Å⁻¹: 2.20
Spin multiplicity: 1
SMILES string: CCO.CCO.O.O.O.O.O.O.O

```
39
Properties=species:S:1:pos:R:3:forces:R:3:lowdin_charge:R:1
C -2.43142 19.90668 0.93000 0.297 -0.706 -0.081 -0.0753
C -3.19067 18.60859 1.36472 1.413 1.641 0.372 -0.3178
O -4.21518 18.40623 0.43733 -0.759 -0.465 -0.410 -0.0760
H -1.53957 20.16241 1.50211 -0.187 -0.235 0.577 0.0637
H -3.06419 20.79392 0.90738 -0.223 -0.226 0.050 0.0694
H -2.01735 19.75658 -0.06705 -0.314 -0.053 -0.245 0.0630
H -3.57092 18.73071 2.37891 -0.323 0.097 0.053 0.1005
H -2.51136 17.75829 1.42492 0.154 -0.039 -0.252 0.1064
H -4.17028 17.49801 0.12956 -0.196 -0.012 -0.041 0.0843
C -9.94215 16.08342 -0.56551 -0.636 -1.072 0.084 -0.0682
C -10.81365 14.77395 -0.63524 0.169 0.988 -1.407 -0.2913
O -10.31428 14.03524 -1.75391 0.389 -0.480 0.136 -0.1086
H -10.08942 16.72057 -1.43755 -0.718 -0.003 0.076 0.0651
H -8.87903 15.87116 -0.67874 0.023 -0.497 0.596 0.0649
H -10.13826 16.62723 0.35856 0.135 0.088 -0.121 0.0671
H -11.84467 14.95056 -0.94170 -0.265 0.918 0.492 0.0977
H -10.91507 14.13956 0.24531 0.763 0.261 0.399 0.1021
H -10.98277 13.36871 -1.92839 0.162 -0.198 -0.256 0.0722
O -7.66914 19.95782 0.80937 -0.162 0.016 0.241 -0.0516
H -8.02427 20.07733 -0.07144 -0.113 0.043 -0.191 0.0287
H -6.82600 19.52612 0.67166 0.397 -0.125 -0.053 0.0094
O -4.43399 14.22701 -1.95180 0.072 0.027 0.257 -0.0554
H -5.02096 13.80552 -2.57953 -0.214 -0.134 -0.113 0.0306
H -3.89232 14.80996 -2.48376 0.150 0.139 -0.137 0.0252
O 2.03448 19.94646 -2.07499 -0.051 0.213 -0.038 -0.0544
H 2.81124 19.59633 -1.63878 0.223 -0.046 0.112 0.0275
H 1.49030 19.17847 -2.24904 -0.172 -0.166 -0.070 0.0264
O -6.69867 16.81910 3.62898 -0.137 -0.185 0.070 -0.0489
H -6.87963 17.60351 3.11112 -0.138 0.247 -0.151 0.0218
H -5.74345 16.77461 3.67138 0.274 -0.050 0.085 0.0198
O -4.70539 24.43109 2.93350 -0.204 -0.103 0.121 -0.0534
H -4.86305 25.28129 2.52293 -0.068 0.191 -0.093 0.0272
H -3.79348 24.22895 2.72424 0.368 -0.074 -0.006 0.0108
O -0.99160 24.67837 3.12299 -0.254 -0.096 -0.084 -0.0484
H -0.84669 25.37045 3.76817 -0.030 0.175 0.200 0.0323
H -0.12229 24.49787 2.76532 0.197 -0.094 -0.140 0.0308
O -2.79817 15.51519 5.45133 -0.088 0.237 -0.014 -0.0534
H -2.06383 15.28954 4.88030 0.201 -0.027 -0.142 0.0259
H -3.09502 14.67607 5.80345 -0.134 -0.197 0.124 0.0299
```
Positions in Å, forces in eV/Å.